# 1
DFT (ωB97M-V/def2-TZVPD) results for C40H44BrCrF5N2OS as an isolated structure.

```
95
Properties=species:S:1:pos:R:3:mulliken_charge:R:1
Br 0.81 1.06 -2.07 -0.185
Cr -0.71 -0.64 -0.43 0.616
S 1.17 -2.08 -0.05 -0.622
F 2.38 -6.64 -2.01 -0.332
F -0.22 -3.77 -4.70 -0.377
F -0.20 -1.91 -2.80 -0.259
F 1.07 -6.16 -4.35 -0.344
F 2.41 -4.80 -0.07 -0.384
O 0.14 0.56 0.82 -0.012
N -2.13 -2.05 -0.13 2.113
N -2.44 0.37 -0.93 1.608
C 4.66 3.98 0.15 1.957
C 1.12 -3.27 -1.35 0.474
C -1.16 -5.91 1.17 -1.026
C 2.80 2.53 -0.73 -0.463
C -2.16 -4.20 -2.06 -1.957
C 1.40 2.66 4.11 -1.714
C 1.73 1.70 -0.53 0.222
C 1.74 1.39 3.32 2.389
C -1.80 -4.41 -0.61 1.310
C 0.62 0.38 3.56 -1.973
C -2.53 0.56 -3.76 -0.870
C -1.63 -3.59 1.68 1.010
C -2.49 1.68 -1.50 -1.573
C 5.72 3.31 -0.73 -1.668
C 1.75 -5.47 -2.19 0.153
C 5.33 4.39 1.46 -2.077
C -3.54 -0.27 -0.67 1.097
C 3.49 3.03 0.37 -0.127
C -1.27 -4.87 2.09 -0.957
C 3.06 2.62 1.61 -0.453
C 1.25 1.29 0.73 0.300
C 0.44 -4.02 -3.57 -0.384
C -2.52 1.79 -2.89 1.310
C -2.51 3.06 -3.44 -1.234
C -2.49 4.19 -2.63 -0.953
C 1.98 1.75 1.85 -0.758
C -3.37 -1.63 -0.17 0.833
C -1.44 -5.68 -0.16 -0.846
C -2.47 4.05 -1.26 -1.201
C -1.79 -2.47 2.66 -1.134
C 1.76 -4.50 -1.20 0.076
C -2.50 2.65 0.84 -1.165
C 3.02 0.76 3.89 -1.735
C -4.91 0.30 -0.84 -1.900
C 4.16 5.25 -0.55 -1.652
C -4.56 -2.43 0.25 -2.127
C 1.09 -5.23 -3.39 1.135
C -1.86 -3.38 0.32 -1.105
C -2.47 2.79 -0.66 1.560
C 0.47 -3.08 -2.56 -0.251
H 5.72 3.52 2.00 0.395
H 3.38 5.74 0.05 0.352
H -4.88 1.28 -1.31 0.433
H 6.08 2.39 -0.27 0.363
H -1.07 -5.04 3.14 0.442
H 3.59 2.97 2.48 0.243
H 6.57 3.97 -0.89 0.455
H 0.83 -0.56 3.04 0.307
H 3.73 5.02 -1.52 0.333
H 2.19 3.40 4.07 0.294
H 1.23 2.41 5.16 0.481
H 3.28 -0.14 3.34 0.353
H -3.21 -4.46 -2.23 0.499
H -2.45 4.93 -0.63 0.465
H -2.17 3.58 1.30 0.487
H -3.52 2.46 1.19 0.272
H -2.52 3.16 -4.52 0.446
H -0.35 0.75 3.22 0.125
H -5.39 0.39 0.13 0.372
H 4.97 5.96 -0.69 0.451
H -1.37 -6.49 -0.88 0.500
H -0.87 -6.89 1.51 0.427
H -1.85 1.85 1.18 -0.052
H -1.56 -4.84 -2.70 0.422
H -4.28 -3.45 0.50 0.442
H 6.17 5.05 1.25 0.443
H -1.34 -1.55 2.29 -0.120
H -5.05 -1.98 1.11 0.359
H 2.87 0.50 4.93 0.487
H -5.30 -2.46 -0.56 0.463
H -5.53 -0.36 -1.44 0.438
H -1.76 -0.15 -3.46 -0.126
H -1.32 -2.72 3.61 0.478
H -2.36 0.83 -4.80 0.459
H 3.87 1.44 3.83 0.307
H 5.32 3.05 -1.72 0.329
H -3.49 0.05 -3.70 0.278
H 0.56 0.18 4.63 0.647
H 0.49 3.12 3.72 0.305
H -2.84 -2.27 2.85 0.248
H -2.48 5.17 -3.08 0.439
H -2.02 -3.17 -2.38 0.073
H 3.08 2.79 -1.74 0.468
H 4.64 4.92 2.12 0.373
```

## Properties
multiplicity: 5
largest force on an atom: 0.7 eV/Å
energy above the lowest of the compared OMol25 structures with the same formula, charge and spin: 0.4804 eV
gap between HOMO and LUMO (spin up / spin down): 6.211 / 6.322 eV
expectation value of S²: 6.0377
lowest unoccupied orbital energy (spin up / spin down): -0.99 / -1.20 eV
charge: 0
energy: -170110.7484 eV
highest occupied orbital energy (spin up / spin down): -7.20 / -7.52 eV

***

# 2
DFT (ωB97M-V/def2-TZVPD) results for C40H44ClFGe2MoN3O3 as an isolated structure.

```
95
Properties=species:S:1:pos:R:3:mulliken_charge:R:1
Mo -1.41 1.68 0.44 -1.059
Ge -3.73 0.71 -0.11 0.704
Ge -5.02 0.35 1.93 0.510
Cl -2.54 4.04 0.65 -0.204
F 4.08 2.00 -2.01 -0.404
O -0.93 0.90 4.59 -0.744
O 0.42 2.81 1.18 -0.932
O -1.65 1.33 2.52 -0.321
N 7.27 -1.82 -1.72 -0.428
N 5.59 -0.20 -0.97 0.678
N 2.76 -0.05 2.94 0.519
C 6.45 -1.49 -2.88 -0.784
C 3.76 1.51 -0.79 0.460
C 4.52 0.48 -0.24 -0.879
C 4.25 0.01 1.03 -0.651
C -4.65 1.92 -2.63 -0.219
C -5.38 2.76 -3.46 -0.693
C -5.83 2.75 -0.73 0.215
C 0.89 -0.61 -2.10 -0.420
C 3.06 -2.10 4.40 -1.109
C -4.85 -1.87 -1.08 0.017
C -3.86 -3.30 -2.75 -0.449
C 3.15 0.50 1.74 -0.111
C 0.92 -1.65 0.07 -0.361
C -3.79 -0.98 -1.16 -0.413
C 1.80 -1.54 -2.56 -1.004
C 2.37 1.51 1.15 0.664
C 2.69 2.02 -0.11 -1.183
C -0.46 0.37 -0.27 -0.682
C -4.85 1.90 -1.25 -0.194
C -1.71 3.37 -0.86 -0.752
C -2.80 -2.42 -2.85 -0.714
C -4.89 -3.02 -1.86 -0.626
C -6.56 3.60 -1.55 -0.799
C 1.08 1.90 1.73 0.899
C 3.64 -0.95 3.65 -0.198
C -4.95 1.93 3.09 -1.091
C -6.34 3.60 -2.92 -0.414
C -6.94 -0.08 1.72 -1.344
C 0.43 -0.64 -0.77 2.049
C -4.22 -1.14 2.95 -1.077
C 1.85 -2.57 -0.39 -0.662
C -2.76 -1.27 -2.06 -0.136
C 6.94 0.41 -0.80 -0.599
C 7.99 -0.64 -1.24 -0.678
C 3.83 -2.35 3.13 -0.198
C 5.36 -0.49 -2.43 -0.003
C -0.76 1.15 3.41 -0.007
C 1.54 0.29 3.46 -0.620
C 2.30 -2.53 -1.70 -0.518
C 0.67 1.14 2.87 0.504
H -5.59 1.79 3.96 0.449
H 2.04 2.77 -0.55 0.483
H -4.73 -1.26 3.91 0.417
H 2.98 -3.28 -2.07 0.503
H -5.67 -1.67 -0.40 0.108
H 5.98 -2.40 -3.25 0.453
H -3.17 -0.92 3.14 0.148
H 1.99 -2.26 4.35 0.337
H -7.10 -1.01 1.17 0.426
H 8.65 -0.21 -2.00 0.325
H -2.46 3.42 -1.65 0.342
H -7.38 -0.18 2.71 0.448
H -3.90 -4.19 -3.36 0.358
H -0.88 4.05 -1.05 0.520
H 2.19 -3.36 0.27 0.527
H 1.25 -0.20 4.37 0.766
H 3.51 -2.35 5.34 0.265
H -3.90 1.26 -3.07 0.317
H -7.46 0.72 1.19 0.354
H -3.92 2.09 3.43 0.185
H 7.03 -1.04 -3.70 0.311
H -5.27 2.83 2.57 0.352
H -5.20 2.75 -4.52 0.387
H 0.55 -1.70 1.09 0.547
H -5.73 -3.71 -1.77 0.404
H 4.35 -0.88 -2.51 -0.333
H 3.25 -2.63 2.26 -0.006
H 2.10 -1.52 -3.60 0.578
H 7.05 0.70 0.24 0.384
H -1.92 -0.60 -2.14 0.382
H -6.02 2.77 0.34 0.106
H -7.31 4.25 -1.12 0.381
H -1.99 -2.62 -3.55 0.396
H 4.81 -2.79 3.20 0.355
H -6.91 4.26 -3.56 0.357
H 0.50 0.15 -2.76 0.579
H 6.96 1.30 -1.42 0.413
H 5.66 -1.15 -0.57 0.662
H 8.60 -0.94 -0.39 0.408
H 7.89 -2.59 -1.92 0.292
H -4.29 -2.08 2.39 0.368
H 5.41 0.45 -2.96 0.453
H 4.50 -0.45 4.08 0.378
H 4.83 -0.82 1.43 0.575
```

## Properties
multiplicity: 2
largest force on an atom: 0.8 eV/Å
energy above the lowest of the compared OMol25 structures with the same formula, charge and spin: 0.1665 eV
gap between HOMO and LUMO (spin up / spin down): 5.208 / 5.274 eV
expectation value of S²: 0.7924
lowest unoccupied orbital energy (spin up / spin down): -1.04 / -1.05 eV
charge: 0
energy: -182930.8525 eV
highest occupied orbital energy (spin up / spin down): -6.25 / -6.33 eV